{"formula": "C26H28N4O5S", "method": "wB97M-V/def2-TZVPD", "elements": ["C", "C", "N", "C", "C", "C", "C", "C", "C", "N", "C", "O", "C", "O", "C", "C", "C", "C", "C", "C", "C", "N", "C", "C", "S", "O", "O", "N", "C", "C", "C", "C", "O", "C", "C", "C", "H", "H", "H", "H", "H", "H", "H", "H", "H", "H", "H", "H", "H", "H", "H", "H", "H", "H", "H", "H", "H", "H", "H", "H", "H", "H", "H", "H"], "positions_angstrom": [[-4.330, -3.109, -1.493], [-4.927, -2.356, -0.308], [-3.931, -2.092, 0.717], [-4.347, -2.122, 2.106], [-4.367, -0.721, 2.714], [-2.691, -1.605, 0.403], [-1.557, -2.008, 1.139], [-0.283, -1.667, 0.757], [-0.066, -0.926, -0.407], [1.252, -0.638, -0.778], [1.693, 0.155, -1.772], [1.016, 0.753, -2.582], [3.227, 0.257, -1.833], [3.800, -0.463, -0.768], [5.148, -0.561, -0.650], [6.085, 0.036, -1.481], [7.437, -0.150, -1.239], [7.874, -0.923, -0.175], [6.953, -1.524, 0.662], [5.592, -1.349, 0.431], [4.614, -1.949, 1.254], [3.788, -2.422, 1.894], [-1.165, -0.466, -1.113], [-2.447, -0.751, -0.683], [-3.718, 0.324, -1.361], [-4.192, -0.105, -2.645], [-4.693, 0.595, -0.344], [-2.894, 1.754, -1.664], [-1.980, 2.279, -0.746], [-2.202, 2.129, 0.621], [-1.286, 2.613, 1.529], [-0.131, 3.268, 1.098], [0.717, 3.695, 2.083], [1.886, 4.377, 1.706], [0.078, 3.438, -0.264], [-0.838, 2.942, -1.176], [-5.135, -3.499, -2.109], [-3.725, -2.453, -2.110], [-3.717, -3.939, -1.145], [-5.424, -1.448, -0.659], [-5.683, -2.992, 0.161], [-5.350, -2.549, 2.145], [-3.689, -2.776, 2.690], [-3.355, -0.335, 2.810], [-4.929, -0.054, 2.065], [-4.830, -0.741, 3.698], [-1.688, -2.619, 2.017], [0.562, -1.993, 1.347], [1.961, -1.044, -0.178], [3.495, 1.320, -1.789], [3.551, -0.141, -2.804], [5.770, 0.643, -2.315], [8.156, 0.320, -1.893], [8.930, -1.057, 0.000], [7.272, -2.132, 1.495], [-1.014, 0.134, -1.993], [-2.626, 1.844, -2.632], [-3.098, 1.633, 0.955], [-1.444, 2.498, 2.589], [2.542, 3.747, 1.095], [2.394, 4.628, 2.636], [1.658, 5.298, 1.159], [0.954, 3.945, -0.638], [-0.650, 3.059, -2.232]], "atomic_forces_ev_per_a": [[-0.1, 0.1, 0.1], [-0.1, -0.3, -0.3], [-0.3, -0.1, 0.1], [0.1, 0.3, 0.2], [-0.1, -0.2, 0.0], [0.4, 0.0, -0.1], [-0.1, 0.1, -0.1], [-0.1, 0.1, -0.1], [-0.7, 0.1, -0.2], [0.3, -0.2, 0.3], [0.6, -0.1, 0.2], [0.0, 0.1, -0.2], [-0.2, 0.3, -0.5], [0.4, -0.1, 0.1], [0.1, -0.2, 0.3], [-0.3, 0.1, -0.1], [0.0, -0.1, 0.1], [0.1, 0.0, 0.0], [-0.2, 0.1, -0.1], [0.4, 0.5, -0.6], [-0.3, -0.2, 0.3], [-0.3, -0.1, 0.2], [0.6, -0.2, -0.2], [-0.6, 0.3, 0.2], [0.1, 0.4, -0.3], [0.3, 0.0, -0.1], [0.3, 0.0, 0.1], [-0.6, -0.7, -0.3], [0.4, 0.5, 0.6], [0.1, 0.2, 0.0], [0.2, 0.1, 0.0], [-0.1, -0.1, 0.0], [-0.3, -0.1, 0.0], [0.1, 0.1, 0.0], [0.2, 0.1, 0.3], [-0.4, -0.2, 0.0], [-0.1, 0.0, -0.1], [0.0, -0.1, -0.1], [0.0, -0.1, 0.0], [-0.2, -0.2, 0.1], [0.0, 0.1, 0.0], [0.1, -0.1, 0.0], [-0.1, 0.0, 0.0], [0.1, 0.1, 0.0], [-0.1, 0.1, 0.0], [0.0, 0.0, 0.2], [0.0, -0.1, 0.1], [0.1, -0.1, 0.1], [0.0, 0.1, -0.2], [-0.1, -0.1, 0.0], [-0.1, 0.0, 0.1], [-0.1, 0.0, -0.1], [0.1, 0.0, -0.1], [0.1, 0.0, 0.0], [0.0, 0.0, 0.0], [0.1, 0.1, 0.0], [-0.1, -0.1, -0.1], [-0.1, 0.0, 0.2], [0.0, 0.0, 0.1], [0.0, 0.0, 0.0], [0.0, 0.0, -0.1], [0.0, 0.0, 0.0], [0.1, 0.1, 0.0], [0.1, 0.0, -0.1]], "largest_force_ev_per_a": 1.0, "total_energy_ha": -2000.9515, "e_above_lowest_kj_mol": 30.4, "smiles": "CCN(CC)c1ccc(NC(=O)COc2ccccc2C#N)cc1S(=O)(=O)Nc1ccc(OC)cc1", "lumo_ev": 0.0, "homo_ev": -7.530}

=====

{"formula": "C26H16Cl4N2O", "method": "wB97M-V/def2-TZVPD", "elements": ["O", "C", "C", "C", "C", "C", "C", "C", "Cl", "C", "C", "C", "Cl", "C", "C", "C", "N", "C", "C", "C", "C", "C", "C", "C", "Cl", "N", "C", "C", "C", "C", "Cl", "C", "C", "H", "H", "H", "H", "H", "H", "H", "H", "H", "H", "H", "H", "H", "H", "H", "H"], "positions_angstrom": [[-0.738, -0.392, -1.482], [0.322, 0.410, -0.958], [0.177, 1.958, -1.287], [1.220, 2.853, -0.811], [1.299, 4.256, -1.079], [0.290, 4.784, -1.853], [-0.784, 3.995, -2.316], [-0.806, 2.621, -2.131], [-2.007, 1.675, -2.996], [1.631, -0.106, -1.569], [2.033, 0.122, -2.932], [3.227, -0.337, -3.427], [3.659, -0.073, -5.143], [4.011, -1.119, -2.550], [3.582, -1.466, -1.267], [2.440, -0.950, -0.768], [2.140, -1.285, 0.531], [1.118, -0.826, 1.160], [0.870, -1.281, 2.538], [-0.278, -2.089, 2.808], [-0.501, -2.656, 4.065], [0.420, -2.398, 5.073], [1.523, -1.572, 4.878], [1.764, -1.027, 3.657], [3.321, -0.211, 3.673], [0.351, 0.135, 0.523], [-0.530, 0.924, 1.325], [-1.895, 0.663, 1.245], [-2.739, 1.325, 2.137], [-2.353, 1.999, 3.211], [-3.530, 2.507, 4.350], [-0.948, 2.275, 3.230], [-0.059, 1.785, 2.283], [-0.300, -1.195, -1.689], [2.083, 2.420, -0.306], [2.042, 4.964, -0.682], [0.428, 5.878, -2.221], [-1.555, 4.368, -3.018], [1.319, 0.708, -3.531], [5.027, -1.422, -2.900], [4.140, -2.168, -0.550], [-0.954, -2.278, 2.024], [-1.338, -3.437, 4.102], [0.196, -2.782, 6.053], [2.160, -1.236, 5.638], [-2.343, -0.159, 0.595], [-3.768, 0.998, 1.997], [-0.469, 2.845, 4.004], [1.031, 1.925, 2.296]], "atomic_forces_ev_per_a": [[-0.3, 1.9, 0.3], [0.7, -0.3, -0.2], [0.5, 1.9, -0.1], [-0.4, -0.3, -0.4], [-0.9, -1.4, 0.2], [-0.5, 1.8, -1.2], [0.3, 0.1, -1.1], [1.1, -1.6, 1.5], [0.1, 0.6, 0.3], [1.1, -0.4, -0.5], [-1.9, 0.9, 1.2], [0.1, -0.7, 0.5], [-0.2, -0.2, 1.4], [1.4, -0.3, -0.7], [2.8, -1.3, -0.6], [-2.5, 1.7, 0.3], [0.0, -1.5, 1.4], [1.4, 1.3, -2.6], [-0.2, -0.3, 2.2], [2.0, 1.1, 0.8], [-0.3, -1.1, -1.0], [-0.8, 0.0, 0.4], [-1.9, -0.6, -0.2], [-0.4, -0.5, -2.2], [-0.5, 0.4, -1.1], [-0.4, 1.4, 0.3], [-1.4, -1.6, -0.9], [0.1, -0.4, -0.3], [-2.3, -3.1, -2.4], [3.0, 1.5, 0.4], [0.3, 0.3, 0.4], [-0.1, 0.4, 0.8], [0.0, -0.1, 0.3], [0.4, -1.4, -0.5], [-0.3, -0.2, 0.2], [0.0, -1.0, -0.2], [-0.7, -2.0, 0.8], [0.6, 0.1, 0.7], [0.6, -0.2, 0.0], [-1.1, 0.0, 0.3], [-0.6, 1.3, -1.5], [-0.7, -0.2, -1.0], [1.3, 1.5, 0.5], [0.2, -0.2, 0.3], [0.7, -0.2, 1.3], [0.9, 1.5, 0.7], [-0.1, 0.5, 0.4], [-0.3, 0.3, 0.5], [-0.6, 0.3, 0.4]], "largest_force_ev_per_a": 4.5, "total_energy_ha": -3025.8507, "e_above_lowest_kj_mol": 139.8, "smiles": "O[C@]1(c2ccccc2Cl)c2cc(Cl)ccc2N=C(c2ccccc2Cl)N1c1ccc(Cl)cc1", "lumo_ev": 0.1, "homo_ev": -8.391}